[1]
C3H3HgMgO2 | ωB97M-V/def2-TZVPD

The spin multiplicity is 2. The orbital gap (alpha / beta) comes out at 7.16 / 6.59 eV. The total charge is +2.

Geometry as XYZ:
```
10
Properties=species:S:1:pos:R:3:lowdin_spin:R:1
O -1.222 -0.051 -0.411 0.25
C -0.050 0.295 -0.667 0.02
C 0.864 -0.631 -1.387 0.01
H 1.473 -0.025 -2.075 0.00
H 1.599 -1.030 -0.667 0.00
H 0.320 -1.459 -1.868 0.00
O -0.066 1.443 2.898 0.00
C -0.351 1.147 3.956 0.00
Mg 0.280 1.996 0.845 0.02
Hg -2.847 -1.686 -0.623 0.69
```

***

[2]
C5H5AlCl2CrNO5 | ωB97M-V/def2-TZVPD

The spin multiplicity is 4. The orbital gap (alpha / beta) comes out at 6.58 / 6.59 eV. The total charge is +4.

Geometry as XYZ:
```
20
Properties=species:S:1:pos:R:3:lowdin_spin:R:1
Al -1.469 -1.089 -3.418 0.00
Cr 0.513 0.555 1.021 2.91
Cl -3.251 -1.997 -4.064 0.00
Cl 2.291 0.187 -0.223 -0.04
C 0.680 2.236 1.800 -0.01
C 0.109 -2.356 -3.897 0.00
C -1.039 0.511 -4.675 0.00
O 0.830 3.295 2.281 0.08
O 0.940 -3.066 -4.297 0.00
O -0.784 1.306 -5.482 0.00
N 0.454 -1.761 3.933 0.00
C 0.429 -0.526 3.032 0.01
C -1.076 -0.393 2.677 0.00
O -1.864 -1.045 3.377 0.01
O -1.345 0.404 1.690 0.02
H -0.539 -1.842 4.265 0.00
H 1.143 -1.636 4.679 0.00
H 0.711 -2.589 3.385 0.00
H 0.779 0.279 3.686 0.01
H 1.158 -0.758 2.198 0.00
```

***

[3]
CH21MnO10 | ωB97M-V/def2-TZVPD

The spin multiplicity is 6. The calculation puts the energy above the lowest of the compared OMol25 structures with the same formula, charge and spin at 0.837 eV. The orbital gap (alpha / beta) comes out at 6.25 / 6.17 eV. The total charge is +1.

Geometry as XYZ:
```
33
Properties=species:S:1:pos:R:3:lowdin_spin:R:1
Mn -2.504 -1.286 -0.749 4.77
C 0.369 -0.153 0.204 0.01
O -0.953 0.073 -0.333 0.15
H 0.615 -1.215 0.181 0.00
H 0.964 0.312 -0.582 0.00
H 0.512 0.161 1.238 0.00
O 4.583 -0.289 0.076 0.00
H 3.738 -0.458 -0.341 0.00
H 4.444 0.511 0.584 0.00
O 1.696 3.658 -0.574 0.00
H 0.790 3.367 -0.464 0.00
H 2.108 2.966 -1.091 0.00
O -1.486 -3.137 -0.891 0.05
H -2.024 -3.918 -1.028 0.00
H -0.586 -3.445 -0.995 0.00
O 1.512 -3.717 1.282 0.00
H 1.875 -4.602 1.296 0.00
H 1.282 -3.566 0.365 0.00
O 0.670 -2.456 3.345 0.00
H 1.073 -2.775 2.537 0.00
H 0.190 -3.210 3.687 0.00
O -1.549 3.484 -0.368 0.00
H -2.213 3.682 0.291 0.00
H -1.435 2.535 -0.317 0.00
O -1.753 0.355 2.763 0.00
H -1.046 0.627 2.177 0.00
H -2.533 0.785 2.413 0.00
O -3.105 1.891 -2.768 0.00
H -3.009 2.799 -2.478 0.00
H -3.097 1.379 -1.960 0.00
O 0.535 1.739 -2.770 0.00
H 0.112 1.263 -2.055 0.00
H 0.225 2.639 -2.676 0.00
```

***

[4]
C8H7NOS | ωB97M-V/def2-TZVPD

Its SMILES is N#CC(=O)c1ccccc1.S. The calculation puts the energy above the lowest of the compared OMol25 structures with the same formula, charge and spin at 1.836 eV. The orbital gap comes out at 8.80 eV.

Geometry as XYZ:
```
18
Properties=species:S:1:pos:R:3:mulliken_charge:R:1
C -1.025 0.642 2.819 -0.03
C -0.104 1.454 -2.045 -0.48
C 0.272 2.095 -0.908 -0.31
C -0.514 0.076 -1.914 -0.56
C 0.135 1.541 0.322 -0.40
C -0.620 -0.537 -0.671 -0.49
C -0.391 0.267 0.491 0.62
C -0.544 -0.293 1.843 0.53
N -1.703 1.217 3.540 -0.39
O -0.694 -1.475 2.092 -0.48
S 1.516 -2.829 0.241 -0.23
H 0.074 1.873 -3.085 0.30
H 0.781 3.098 -0.980 0.29
H -0.944 -0.437 -2.707 0.42
H 0.313 2.222 1.214 0.24
H -0.771 -1.607 -0.667 0.69
H 2.127 -3.679 1.058 0.13
H 2.093 -3.628 -0.642 0.12
```